Entry 1:
Computed, not measured: an isolated molecule of C7H13NO2 at a distorted geometry, with ωB97M-V with the def2-TZVPD basis set.

Atoms and positions in Å:
C -1.01 3.37 0.13
C -0.60 1.93 0.14
O -0.77 1.27 -0.96
C -0.19 1.29 1.31
C -0.21 -0.11 1.35
C -0.08 -0.93 0.21
C -0.62 -2.35 0.31
C 1.21 -0.79 -0.61
N 0.98 -1.20 -1.98
O 2.32 -1.46 0.02
H -0.78 3.86 1.07
H -0.51 3.89 -0.69
H -2.09 3.44 -0.06
H -0.70 0.11 -0.65
H -0.22 1.85 2.23
H -0.56 -0.56 2.28
H -1.01 -2.69 -0.65
H 0.14 -3.07 0.64
H -1.44 -2.40 1.03
H 1.52 0.25 -0.63
H 1.84 -1.13 -2.52
H 0.65 -2.16 -2.04
H 2.13 -2.40 0.05

Properties
net charge = 0
2S+1 = 1
frontier orbital gap = 8.5 eV
largest force on an atom = 1.0 eV Å⁻¹
structure (SMILES) = C/C(O)=C/C=C(/C)[C@H](N)O
LUMO energy = 0.5 eV
energy = -13053.076 eV
energy relative to the best compared isomer or geometry (same formula, charge and spin) = 2.8527 eV

Entry 2:
Computed, not measured: a structure of composition C43H35FN14O3Pb at a distorted geometry, with ωB97M-V with the def2-TZVPD basis set.

Atoms and positions in Å:
Pb -0.04 0.21 0.10
C -0.99 4.65 1.04
C -1.11 5.29 -0.19
C -0.58 4.67 -1.30
C 0.01 3.39 -1.17
N 0.02 2.74 0.01
C -0.42 3.38 1.08
N 0.53 2.89 -2.31
C 1.14 1.77 -2.53
N 1.47 0.76 -1.68
C 2.03 -0.25 -2.40
N 2.55 -1.36 -2.00
C 2.54 -1.99 -0.81
C 3.36 -3.14 -0.74
C 3.37 -3.90 0.40
C 2.57 -3.51 1.47
C 1.82 -2.35 1.34
N 1.79 -1.62 0.24
C 2.09 0.13 -3.82
C 2.54 -0.52 -4.96
C 2.42 0.16 -6.17
C 1.90 1.45 -6.23
C 1.45 2.10 -5.09
C 1.54 1.42 -3.90
H -1.33 5.11 1.95
H -1.58 6.25 -0.27
H -0.59 5.13 -2.27
H -0.29 2.86 2.01
H 3.95 -3.40 -1.60
H 3.98 -4.79 0.47
H 2.54 -4.07 2.39
H 1.21 -2.00 2.17
H 2.96 -1.51 -4.90
H 2.75 -0.33 -7.07
H 1.86 1.95 -7.18
H 1.06 3.11 -5.12
N -1.06 1.08 3.62
C -2.15 1.06 2.79
C -3.35 1.57 3.30
C -4.50 1.51 2.55
C -4.45 0.87 1.31
C -3.22 0.42 0.87
N -2.09 0.56 1.56
C 0.29 0.80 3.51
C 0.98 0.63 4.72
C 2.35 0.51 4.70
C 3.02 0.61 3.48
C 2.27 0.72 2.34
N 0.93 0.78 2.33
H -1.31 1.27 4.59
H -3.36 2.01 4.29
H -5.42 1.92 2.91
H -5.33 0.75 0.69
H -3.11 -0.09 -0.08
H 0.44 0.59 5.65
H 2.90 0.36 5.63
H 4.10 0.58 3.44
H 2.73 0.77 1.37
C 1.41 -7.71 -1.40
C -0.03 -7.37 -1.78
C -0.42 -7.91 -3.16
C 0.39 -7.21 -4.25
C 0.29 -5.72 -4.11
C 0.50 -4.91 -5.20
C 0.40 -3.53 -5.08
F 0.61 -2.76 -6.15
C 0.07 -2.93 -3.89
C -0.14 -3.74 -2.77
C -0.49 -3.05 -1.52
O -0.64 -1.84 -1.49
C -0.61 -3.97 -0.44
C -0.51 -5.33 -0.58
N -0.22 -5.92 -1.74
C -0.02 -5.14 -2.86
C -0.91 -3.33 1.00
O -0.67 -4.14 1.86
O -1.28 -2.18 0.93
H 1.56 -8.78 -1.48
H 1.62 -7.41 -0.38
H 2.12 -7.22 -2.06
H -0.70 -7.81 -1.03
H -1.48 -7.73 -3.33
H -0.25 -8.98 -3.18
H 0.02 -7.51 -5.23
H 1.44 -7.52 -4.20
H 0.75 -5.33 -6.16
H -0.03 -1.86 -3.80
H -0.67 -5.96 0.28
N -1.98 1.67 -5.09
N -2.01 1.61 -3.75
N -2.77 2.39 -3.03
C -2.54 1.96 -1.81
N -1.66 0.96 -1.81
N -1.33 0.75 -3.06
H -2.39 2.52 -5.44
H -1.09 1.39 -5.49
H -3.00 2.37 -0.94

Properties
net charge = +2
2S+1 = 1
frontier orbital gap (alpha / beta) = 4.3 / 3.2 eV
largest force on an atom = 4.4 eV Å⁻¹
LUMO energy (alpha / beta) = -8.3 / -8.9 eV
energy = -80113.157 eV
energy relative to the best compared isomer or geometry (same formula, charge and spin) = 3.2411 eV

Entry 3:
Computed, not measured: a structure of composition C3H3I5O at a distorted geometry, with ωB97M-V with the def2-TZVPD basis set.

Atoms and positions in Å:
C 1.39 -0.01 -0.38
C 2.01 -0.45 0.73
C -2.19 0.80 -0.39
O 2.74 0.16 1.58
I 1.34 2.06 -0.86
I -3.57 -3.59 -0.64
I -2.06 1.55 1.57
I -3.49 1.74 -1.75
I -1.90 -1.20 -0.70
H 0.90 -0.50 -1.14
H 1.96 -1.53 0.86
H 2.87 0.97 1.13

Properties
net charge = 0
2S+1 = 1
frontier orbital gap (alpha / beta) = 6.2 / 7.0 eV
largest force on an atom = 4.9 eV Å⁻¹
LUMO energy (alpha / beta) = -2.4 / -1.7 eV
energy = -45706.650 eV
energy relative to the best compared isomer or geometry (same formula, charge and spin) = 2.2874 eV

Entry 4:
Computed, not measured: a cluster of 2 separate species, C2H3N2O2 in total at a distorted geometry, with ωB97M-V with the def2-TZVPD basis set.

Atoms and positions in Å:
C -0.35 0.15 1.17
C 0.82 -1.58 0.21
N -0.96 0.63 2.02
N 0.16 -0.56 0.28
O 0.16 0.86 -1.77
O -1.35 1.19 2.95
H 0.79 1.08 -2.47
H 1.40 -2.32 -0.15
H -0.66 0.57 -2.25

Properties
net charge = +1
2S+1 = 1
frontier orbital gap (alpha / beta) = 8.3 / 8.3 eV
largest force on an atom = 9.5 eV Å⁻¹
LUMO energy (alpha / beta) = -7.0 / -7.0 eV
energy = -9183.476 eV
energy relative to the best compared isomer or geometry (same formula, charge and spin) = 6.8480 eV

Entry 5:
Computed, not measured: a structure of composition C28H23F6N5O3SbTb at a distorted geometry, with ωB97M-V with the def2-TZVPD basis set.

Atoms and positions in Å:
Tb 0.05 -0.05 0.48
C -3.34 0.04 2.89
O -4.35 -0.91 2.59
C -4.07 -2.03 1.91
C -4.92 -3.11 2.10
C -4.71 -4.34 1.48
C -3.65 -4.50 0.62
C -2.84 -3.41 0.27
C -1.77 -3.60 -0.61
N -1.21 -2.64 -1.34
N -0.10 -2.91 -2.06
C 0.77 -1.90 -2.17
O 0.63 -0.77 -1.66
C 1.97 -2.29 -2.95
C 1.92 -3.32 -3.88
C 3.07 -3.71 -4.54
C 4.27 -3.07 -4.27
C 4.32 -2.04 -3.35
C 3.18 -1.64 -2.69
C -3.02 -2.11 0.90
O -2.32 -1.12 0.58
H -3.77 0.70 3.65
H -3.05 0.63 2.02
H -2.45 -0.44 3.29
H -5.74 -2.98 2.79
H -5.37 -5.16 1.71
H -3.47 -5.46 0.15
H -1.28 -4.56 -0.71
H 0.98 -3.80 -4.07
H 3.04 -4.51 -5.26
H 5.18 -3.40 -4.76
H 5.26 -1.55 -3.14
H 3.19 -0.85 -1.95
C 2.35 2.53 -0.68
N 0.97 2.13 -0.61
C 0.09 2.96 -1.02
C -1.30 2.69 -0.90
C -2.39 3.51 -1.29
C -3.52 2.81 -0.97
C -3.07 1.59 -0.40
N -1.75 1.52 -0.35
C 2.68 3.48 0.45
C 3.56 4.54 0.27
C 3.85 5.40 1.31
C 3.25 5.22 2.55
C 2.36 4.17 2.73
C 2.08 3.30 1.69
H 2.57 3.02 -1.64
H 2.97 1.63 -0.59
H 0.37 3.92 -1.48
H -2.33 4.48 -1.75
H -4.55 3.10 -1.10
H -3.70 0.79 -0.04
H 4.03 4.68 -0.70
H 4.54 6.21 1.16
H 3.48 5.89 3.36
H 1.89 4.01 3.69
H 1.40 2.47 1.84
F -0.54 0.75 2.26
Sb 1.27 -0.81 3.27
F 0.32 -0.67 5.09
F 1.85 1.02 3.67
F 3.01 -1.22 4.25
F 2.10 -0.06 0.88
F 0.05 -2.09 0.91
N -2.44 -0.69 -2.23
C -1.85 -1.49 -1.63

Properties
net charge = -1
2S+1 = 8
frontier orbital gap (alpha / beta) = 7.0 / 4.4 eV
<S²> = 16.459
largest force on an atom = 4.9 eV Å⁻¹
LUMO energy (alpha / beta) = 1.8 / -0.7 eV
energy = -88286.508 eV
energy relative to the best compared isomer or geometry (same formula, charge and spin) = 0.3203 eV

What is the formula in the fifth record? C28H23F6N5O3SbTb

Please write out number 2 again, unchanged.
Computed, not measured: a structure of composition C43H35FN14O3Pb at a distorted geometry, with ωB97M-V with the def2-TZVPD basis set.

Atoms and positions in Å:
Pb -0.04 0.21 0.10
C -0.99 4.65 1.04
C -1.11 5.29 -0.19
C -0.58 4.67 -1.30
C 0.01 3.39 -1.17
N 0.02 2.74 0.01
C -0.42 3.38 1.08
N 0.53 2.89 -2.31
C 1.14 1.77 -2.53
N 1.47 0.76 -1.68
C 2.03 -0.25 -2.40
N 2.55 -1.36 -2.00
C 2.54 -1.99 -0.81
C 3.36 -3.14 -0.74
C 3.37 -3.90 0.40
C 2.57 -3.51 1.47
C 1.82 -2.35 1.34
N 1.79 -1.62 0.24
C 2.09 0.13 -3.82
C 2.54 -0.52 -4.96
C 2.42 0.16 -6.17
C 1.90 1.45 -6.23
C 1.45 2.10 -5.09
C 1.54 1.42 -3.90
H -1.33 5.11 1.95
H -1.58 6.25 -0.27
H -0.59 5.13 -2.27
H -0.29 2.86 2.01
H 3.95 -3.40 -1.60
H 3.98 -4.79 0.47
H 2.54 -4.07 2.39
H 1.21 -2.00 2.17
H 2.96 -1.51 -4.90
H 2.75 -0.33 -7.07
H 1.86 1.95 -7.18
H 1.06 3.11 -5.12
N -1.06 1.08 3.62
C -2.15 1.06 2.79
C -3.35 1.57 3.30
C -4.50 1.51 2.55
C -4.45 0.87 1.31
C -3.22 0.42 0.87
N -2.09 0.56 1.56
C 0.29 0.80 3.51
C 0.98 0.63 4.72
C 2.35 0.51 4.70
C 3.02 0.61 3.48
C 2.27 0.72 2.34
N 0.93 0.78 2.33
H -1.31 1.27 4.59
H -3.36 2.01 4.29
H -5.42 1.92 2.91
H -5.33 0.75 0.69
H -3.11 -0.09 -0.08
H 0.44 0.59 5.65
H 2.90 0.36 5.63
H 4.10 0.58 3.44
H 2.73 0.77 1.37
C 1.41 -7.71 -1.40
C -0.03 -7.37 -1.78
C -0.42 -7.91 -3.16
C 0.39 -7.21 -4.25
C 0.29 -5.72 -4.11
C 0.50 -4.91 -5.20
C 0.40 -3.53 -5.08
F 0.61 -2.76 -6.15
C 0.07 -2.93 -3.89
C -0.14 -3.74 -2.77
C -0.49 -3.05 -1.52
O -0.64 -1.84 -1.49
C -0.61 -3.97 -0.44
C -0.51 -5.33 -0.58
N -0.22 -5.92 -1.74
C -0.02 -5.14 -2.86
C -0.91 -3.33 1.00
O -0.67 -4.14 1.86
O -1.28 -2.18 0.93
H 1.56 -8.78 -1.48
H 1.62 -7.41 -0.38
H 2.12 -7.22 -2.06
H -0.70 -7.81 -1.03
H -1.48 -7.73 -3.33
H -0.25 -8.98 -3.18
H 0.02 -7.51 -5.23
H 1.44 -7.52 -4.20
H 0.75 -5.33 -6.16
H -0.03 -1.86 -3.80
H -0.67 -5.96 0.28
N -1.98 1.67 -5.09
N -2.01 1.61 -3.75
N -2.77 2.39 -3.03
C -2.54 1.96 -1.81
N -1.66 0.96 -1.81
N -1.33 0.75 -3.06
H -2.39 2.52 -5.44
H -1.09 1.39 -5.49
H -3.00 2.37 -0.94

Properties
net charge = +2
2S+1 = 1
frontier orbital gap (alpha / beta) = 4.3 / 3.2 eV
largest force on an atom = 4.4 eV Å⁻¹
LUMO energy (alpha / beta) = -8.3 / -8.9 eV
energy = -80113.157 eV
energy relative to the best compared isomer or geometry (same formula, charge and spin) = 3.2411 eV